Computed, not measured: 2 unconnected molecules or ions with the total composition C2H6N4S in a non-equilibrium geometry, with ωB97M-V with the def2-TZVPD basis set.

Its lowest unoccupied orbital energy (alpha / beta) is -0.23 / -0.23 eV. As for the calculated total energy: -18961.89628 eV. The molecular weight comes out at 118.16 g/mol. Its energy above the lowest of the compared OMol25 structures with the same formula, charge and spin is 496.8 kJ/mol.

Structure (XYZ):
```
13
Properties=species:S:1:pos:R:3:forces:R:3
C -2.2869 0.1199 0.1101 -2.52 -3.09 1.03
C -0.9960 0.6842 -0.1062 4.38 2.68 1.85
N 3.3103 -1.0936 0.0246 -0.47 -0.69 0.48
N 0.0173 -0.3589 -0.1451 -0.06 -0.24 -0.95
N 1.1860 0.0053 -0.1847 -0.77 -0.99 0.12
N 2.2652 -1.6294 -0.0797 0.55 2.43 0.15
S 1.8557 1.4683 -0.0499 0.81 -0.26 -0.23
H -2.9276 0.6509 0.7828 -0.42 0.79 0.05
H -2.6734 0.0890 -0.8929 -1.21 -0.44 -0.09
H -2.3306 -0.9524 0.5589 0.59 1.71 -0.94
H -0.4778 1.4426 0.7118 -1.71 -1.41 -1.52
H -1.0266 1.2817 -1.0416 0.70 -0.23 0.43
H 4.0844 -1.7076 0.3120 0.15 -0.25 -0.38
```
Forces are in eV/Å.

Atom charges from the Mulliken analysis, given in e for atoms 1 to 5:
1. C -0.93
2. C -0.23
3. N -0.14
4. N -0.32
5. N 0.23

***

Computed, not measured: a single C16H23FN2OS2 molecule in a non-equilibrium geometry, with ωB97M-V with the def2-TZVPD basis set.

Its lowest unoccupied orbital energy is -1.47 eV. As for the calculated total energy: -46371.07738 eV. The molecular weight comes out at 342.50 g/mol. Its energy above the lowest of the compared OMol25 structures with the same formula, charge and spin is 495.2 kJ/mol.

Structure (XYZ):
```
45
Properties=species:S:1:pos:R:3:forces:R:3
C 0.7941 1.5744 0.7295 0.37 -2.24 1.03
C 0.9432 0.1543 0.9805 -0.56 1.96 -1.29
C 0.3313 -0.6161 2.2585 1.10 2.41 0.87
C -0.7632 0.4087 2.9029 0.05 -2.74 0.27
O -1.8647 0.2327 1.9582 -0.52 0.38 -0.83
C -1.9351 -1.0816 1.3076 1.84 -1.20 1.52
C -1.8397 -1.0937 -0.3142 0.37 0.03 0.51
C -2.4882 0.2007 -1.0012 -0.38 0.25 -0.39
C -1.6788 0.7057 -2.3242 -0.82 -1.82 -0.65
S -1.6636 2.5656 -2.3987 1.01 0.26 -0.09
C -0.1367 3.1423 -3.3339 0.69 -0.58 -0.82
S -0.0591 3.1632 -5.0056 0.11 -0.05 3.04
N 0.9853 3.5931 -2.4513 0.80 1.21 1.21
C 0.8889 4.7559 -1.5558 4.69 -1.59 1.43
C 2.2797 4.7556 -0.8448 -3.35 -1.61 -2.95
N 3.1275 3.6486 -1.3231 -5.59 0.71 -2.12
C 2.2929 2.9930 -2.2816 0.33 1.99 1.61
C -0.6888 -1.8345 2.0324 1.08 -0.12 0.34
C -0.1662 -3.2376 1.4470 -0.09 0.53 -0.22
C 1.1467 -3.1528 0.5240 -0.72 -1.66 -0.66
C 1.7532 -4.6655 0.4604 -0.86 0.57 0.03
F 0.5956 -5.5672 0.3881 1.78 1.09 -0.04
H 0.2766 1.9827 -0.2174 2.23 -0.58 0.94
H 1.1508 2.3133 1.5401 -1.96 -1.05 -0.91
H 1.5106 -0.4210 0.1540 -2.14 0.48 0.87
H 1.2216 -0.7399 2.9718 -1.54 -0.58 -0.58
H -0.4232 1.4627 3.1663 -0.77 -1.24 -1.24
H -1.1834 -0.0502 3.8656 1.00 0.65 -0.89
H -2.8204 -1.7041 1.6965 0.70 1.47 -0.85
H -0.7389 -1.2121 -0.6525 -1.72 0.39 0.76
H -2.3579 -2.0700 -0.6398 0.62 1.61 0.34
H -3.5679 -0.0906 -1.2969 1.73 0.72 0.33
H -2.5628 1.1122 -0.3155 0.24 -1.58 -0.49
H -2.2988 0.3470 -3.2327 1.32 0.59 1.29
H -0.6469 0.2177 -2.3731 -1.30 0.99 0.13
H 0.0119 5.4810 -1.4181 1.46 -1.63 -0.53
H 2.5452 5.5170 -0.0455 -0.05 -1.36 -1.33
H 2.5705 2.0690 -2.8949 -0.43 1.67 1.13
H -0.9682 -2.1046 3.1233 0.00 0.66 -1.78
H -1.0476 -3.6929 0.8487 1.64 0.53 0.98
H 0.0725 -3.9514 2.3184 -0.48 1.16 -1.27
H 1.9212 -2.3932 0.8772 -1.07 -1.22 -0.42
H 0.8047 -2.9236 -0.5546 0.73 -0.04 1.67
H 2.3587 -4.8482 -0.4937 -0.77 0.21 1.54
H 2.3173 -4.9458 1.4179 -0.78 0.38 -1.48
```
Forces are in eV/Å.

Atom charges from the Mulliken analysis, given in e for atoms 1 to 5:
1. C -0.55
2. C 0.03
3. C -0.01
4. C -0.60
5. O -0.45

***

Computed, not measured: a molecular structure, C24H36BrFeN8O2PS, with ωB97M-V with the def2-TZVPD basis set.

Its lowest unoccupied orbital energy (alpha / beta) is -2.41 / -3.30 eV. As for the charge: +1. As for the calculated total energy: -166039.01641 eV. As for the spin multiplicity: 2. The molecular weight comes out at 667.40 g/mol. Its energy above the lowest of the compared OMol25 structures with the same formula, charge and spin is 0.0 kJ/mol. As for the expectation value of S²: 0.772.

Structure (XYZ):
```
74
Properties=species:S:1:pos:R:3:forces:R:3
Fe -0.0263 0.0735 -0.3297 -0.35 0.14 -0.12
C 5.1312 -0.5014 -0.0054 0.01 -0.01 0.00
N 4.4723 -1.7075 -0.5147 -0.01 0.01 0.02
C 4.6460 -1.7581 -1.9661 0.01 -0.03 -0.04
N 4.1820 -0.5585 -2.6616 0.00 0.01 0.03
C 4.8536 0.6096 -2.0881 0.01 0.00 -0.02
N 4.6755 0.7321 -0.6429 0.01 0.01 0.01
C 3.2926 1.0420 -0.2916 0.03 -0.01 -0.02
P 2.1665 -0.3031 -0.8559 0.02 0.01 0.09
C 3.0614 -1.7431 -0.1368 0.00 0.00 0.03
C 2.7300 -0.4246 -2.6059 -0.04 0.02 -0.01
H 6.2017 -0.6015 -0.1896 0.00 0.00 0.00
H 4.9706 -0.4326 1.0718 0.00 0.00 0.00
H 4.1193 -2.6289 -2.3615 0.00 0.00 0.00
H 5.7107 -1.8764 -2.1725 -0.01 0.00 0.00
H 4.4850 1.5122 -2.5774 0.00 0.00 0.01
H 5.9215 0.5160 -2.2902 0.00 0.00 0.00
H 2.9819 1.9804 -0.7569 0.00 0.00 0.00
H 3.2013 1.1661 0.7890 -0.01 0.00 -0.01
H 2.6037 -2.6765 -0.4751 0.01 0.01 -0.02
H 2.9688 -1.7102 0.9513 -0.02 -0.02 0.00
H 2.4162 0.4809 -3.1294 -0.01 -0.01 -0.02
H 2.2599 -1.2773 -3.0988 0.00 -0.02 0.02
C -5.2303 3.3566 -0.6737 -0.01 0.00 0.00
C -4.7027 2.7909 0.6371 -0.01 0.00 0.04
N -3.9350 1.5507 0.4758 -0.03 0.03 -0.04
C -4.6922 0.3034 0.3931 0.00 -0.01 0.00
C -4.9251 -0.1995 -1.0296 0.00 0.00 -0.01
C -2.6031 1.5550 0.3062 0.05 0.00 -0.06
C -1.8842 2.8684 0.3691 -0.01 0.00 0.02
N -1.9308 0.4565 0.0754 0.00 0.03 -0.06
H -5.7176 4.3143 -0.4927 -0.01 0.01 0.00
H -5.9638 2.6923 -1.1290 0.00 -0.01 0.00
H -4.4237 3.5154 -1.3903 0.01 0.00 0.00
H -5.5299 2.5654 1.3109 0.01 0.01 0.01
H -4.0852 3.5241 1.1487 -0.01 0.00 -0.02
H -5.6493 0.4807 0.8813 0.00 0.00 0.00
H -4.1824 -0.4532 0.9970 -0.01 0.00 0.00
H -5.5486 0.4929 -1.5920 0.00 0.00 0.00
H -5.4350 -1.1627 -1.0007 0.00 -0.01 0.00
H -3.9934 -0.3217 -1.5841 0.01 0.00 0.01
H -1.9570 3.3001 1.3680 0.00 -0.01 0.00
H -2.3217 3.5709 -0.3392 0.01 0.01 0.00
H -0.8405 2.7356 0.1243 0.02 0.00 0.01
H -2.5242 -0.3472 -0.0817 0.03 -0.02 0.10
S -0.0022 3.6438 -3.2050 0.01 -0.03 -0.04
C 0.0403 2.2663 -2.4019 0.02 0.02 0.07
N 0.0701 1.2465 -1.8076 -0.03 0.06 0.01
C -1.5628 -4.9173 -1.7043 -0.02 -0.01 0.00
N -1.1484 -3.5324 -1.8898 0.01 0.00 0.02
C -0.8325 -2.9293 -3.0808 -0.02 0.04 -0.02
C -0.4947 -1.6443 -2.7870 -0.28 0.09 -0.09
N -0.6132 -1.4603 -1.4323 0.43 -0.15 0.11
C -0.9972 -2.6160 -0.9207 0.02 -0.02 0.00
H -1.5655 -5.4089 -2.6724 0.00 0.00 0.00
H -2.5653 -4.9579 -1.2844 0.00 -0.01 0.00
H -0.8664 -5.4330 -1.0470 0.00 0.00 0.00
H -0.8894 -3.4543 -4.0175 0.00 -0.01 -0.01
H -0.2384 -0.8298 -3.4413 0.07 -0.01 0.00
H -1.1412 -2.8143 0.1292 0.01 -0.01 0.01
Br 1.6537 3.2498 6.1240 0.00 -0.01 0.00
C 1.3255 1.5788 5.3104 0.00 -0.01 0.01
C 1.3674 0.4217 6.0763 -0.01 0.01 -0.01
C 1.1256 -0.8075 5.4790 0.00 0.00 0.00
C 0.8413 -0.8825 4.1258 -0.01 0.00 0.00
C 0.8031 0.2855 3.3721 0.01 0.00 -0.01
C 1.0478 1.5239 3.9575 0.01 0.02 0.00
C 0.5111 0.2279 1.9303 -0.06 0.03 0.00
O 0.2323 -0.8780 1.3427 0.04 -0.06 -0.01
O 0.5308 1.2529 1.1938 0.09 -0.06 0.02
H 1.5882 0.4846 7.1327 0.00 0.00 0.01
H 1.1611 -1.7069 6.0781 0.00 -0.01 0.00
H 0.6486 -1.8331 3.6481 0.00 0.00 0.00
H 1.0208 2.4220 3.3562 0.00 0.00 0.00
```
Forces are in eV/Å.

Atom charges from the Mulliken analysis, given in e for atoms 1 to 5:
1. Fe -0.91
2. C -0.86
3. N 0.13
4. C -0.91
5. N 0.11

***

Computed, not measured: a single C5H10N2 molecule in a non-equilibrium geometry, with ωB97M-V with the def2-TZVPD basis set.

Its lowest unoccupied orbital energy is 1.12 eV. As for the calculated total energy: -8324.99610 eV. The molecular weight comes out at 98.15 g/mol. Its energy above the lowest of the compared OMol25 structures with the same formula, charge and spin is 225.5 kJ/mol.

Structure (XYZ):
```
17
Properties=species:S:1:pos:R:3:forces:R:3
C -2.0977 -0.9051 -0.1324 0.05 0.04 0.14
C -1.1454 -0.1833 -1.0491 0.03 -0.24 0.04
N -0.9061 1.2537 -0.9321 -0.18 0.35 0.04
C 0.1908 0.3354 -0.6286 0.25 0.10 0.03
C 0.8198 0.3069 0.7407 -0.01 0.23 -0.30
C 2.1316 -0.3793 0.8426 0.13 -0.35 0.06
N 2.0502 1.0618 0.9911 0.45 0.48 -0.27
H -3.1407 -0.6895 -0.3957 0.20 0.01 0.03
H -1.9355 -0.6096 0.9082 -0.06 -0.06 -0.05
H -1.9546 -1.9886 -0.2085 0.00 0.16 0.04
H -1.2370 -0.4921 -2.0941 0.16 0.03 0.25
H -1.2961 1.5869 -0.0517 0.00 0.01 -0.09
H 0.9592 0.3050 -1.4063 -0.09 0.13 0.12
H 0.2675 0.5524 1.6309 -1.00 -1.03 0.05
H 2.4004 -0.9889 1.7043 0.00 0.40 0.00
H 2.5602 -0.7479 -0.0901 -0.27 -0.05 0.12
H 2.3335 1.5823 0.1709 0.34 -0.22 -0.20
```
Forces are in eV/Å.

Atom charges from the Mulliken analysis, given in e for atoms 1 to 5:
1. C -1.25
2. C -0.02
3. N -0.67
4. C -0.09
5. C 0.12

***

Repeat the fourth record exactly.
Computed, not measured: a single C5H10N2 molecule in a non-equilibrium geometry, with ωB97M-V with the def2-TZVPD basis set.

Its lowest unoccupied orbital energy is 1.12 eV. As for the calculated total energy: -8324.99610 eV. The molecular weight comes out at 98.15 g/mol. Its energy above the lowest of the compared OMol25 structures with the same formula, charge and spin is 225.5 kJ/mol.

Structure (XYZ):
```
17
Properties=species:S:1:pos:R:3:forces:R:3
C -2.0977 -0.9051 -0.1324 0.05 0.04 0.14
C -1.1454 -0.1833 -1.0491 0.03 -0.24 0.04
N -0.9061 1.2537 -0.9321 -0.18 0.35 0.04
C 0.1908 0.3354 -0.6286 0.25 0.10 0.03
C 0.8198 0.3069 0.7407 -0.01 0.23 -0.30
C 2.1316 -0.3793 0.8426 0.13 -0.35 0.06
N 2.0502 1.0618 0.9911 0.45 0.48 -0.27
H -3.1407 -0.6895 -0.3957 0.20 0.01 0.03
H -1.9355 -0.6096 0.9082 -0.06 -0.06 -0.05
H -1.9546 -1.9886 -0.2085 0.00 0.16 0.04
H -1.2370 -0.4921 -2.0941 0.16 0.03 0.25
H -1.2961 1.5869 -0.0517 0.00 0.01 -0.09
H 0.9592 0.3050 -1.4063 -0.09 0.13 0.12
H 0.2675 0.5524 1.6309 -1.00 -1.03 0.05
H 2.4004 -0.9889 1.7043 0.00 0.40 0.00
H 2.5602 -0.7479 -0.0901 -0.27 -0.05 0.12
H 2.3335 1.5823 0.1709 0.34 -0.22 -0.20
```
Forces are in eV/Å.

Atom charges from the Mulliken analysis, given in e for atoms 1 to 5:
1. C -1.25
2. C -0.02
3. N -0.67
4. C -0.09
5. C 0.12

***

Question: Which of these has the lowest calculated total energy?
Answer: C24H36BrFeN8O2PS

***

Question: Which formula does entry 4 have?
Answer: C5H10N2